Version one
2 unconnected molecules or ions with the total composition C2H6O2, computed with ωB97M-V/def2-TZVPD.

Results
**SMILES string**: [H][H].O=CCO
**HOMO**: -10.67 eV
**Multiplicity**: 1

Atoms and positions in Å:
1 C -0.40941 0.70076 -0.24668
2 H 2.15744 -0.36832 -0.37065
3 O -0.96264 -1.44076 0.58744
4 H -0.12154 -0.95005 -1.11164
5 H 0.32911 1.37595 0.21634
6 H -1.35892 0.18716 1.72198
7 H -1.25134 1.33449 -0.57074
8 O 0.12512 -0.02600 -1.30875
9 H 2.44155 -0.56754 0.28899
10 C -0.94937 -0.24568 0.79371

Version two
2 unconnected molecules or ions with the total composition C2H6O2, computed with ωB97M-V/def2-TZVPD.

Results
**SMILES string**: CC=O.O
**HOMO**: -10.11 eV
**Multiplicity**: 1

Atoms and positions in Å:
1 H -0.50512 -0.61189 -0.54988
2 H 1.11409 -0.40242 0.18743
3 H -1.27515 -1.21177 1.98824
4 H 0.34593 1.01769 -2.48602
5 O 1.08935 2.00549 -0.81451
6 H 0.96525 -1.03090 -1.48356
7 O -1.20211 -0.62778 2.77683
8 H -1.73739 0.16565 2.54833
9 C 0.66474 1.01980 -1.41549
10 C 0.54037 -0.32383 -0.75134

Least stable = version one